Record 1
Below is C18H24FeN3O5SbSe4 as an isolated structure at a distorted geometry, with properties calculated with ωB97M-V/def2-TZVPD.

Structure (ORCA input):
```
! wB97M-V def2-TZVPD RIJCOSX def2/J DEFGRID3
* xyz -2 5
C 3.6912 -1.5958 -1.3467
O -1.7858 -1.7170 -0.5145
C -3.0737 -3.2731 3.8007
H -4.8032 -0.2652 3.3588
O -2.9861 -1.4923 2.2169
H 3.7531 -1.6368 -2.4411
H -2.7184 -3.9446 3.0252
C -3.2375 0.7906 -1.9499
Se 2.3244 0.8403 3.6981
H 2.4548 2.9299 -0.8884
H -4.2383 -0.9413 4.9046
N 1.7990 1.1999 0.1324
O -2.4667 -2.2266 -2.5935
C 2.0193 -0.0271 -0.4159
C -2.0461 2.7411 -2.5310
H 0.5435 -2.8477 -0.7866
C -0.8781 0.6411 -2.4456
C 1.2921 -2.1303 -1.1086
H 5.2436 0.3892 -1.1236
Fe -0.8021 -0.9398 1.1432
H -2.2315 -3.0461 4.4575
C 2.7004 -2.6263 -0.8393
Se -1.1194 -0.3370 5.3705
Se -1.2720 1.3351 1.4674
C -2.0788 0.0300 -2.0598
C -0.3404 4.1305 -2.7918
O 0.1455 2.8097 -3.0374
H 4.7871 2.6959 -0.1988
H 4.6961 -1.7922 -0.9615
Sb 0.1459 -0.1525 3.3046
C 4.2411 0.8227 -1.1217
H 2.4989 2.9678 0.8895
H -0.0114 4.4596 -1.8050
O -1.7715 4.0709 -2.8259
H 0.0337 0.0708 -2.5330
C -0.9081 1.9911 -2.6597
Se 0.2992 -2.6508 2.3441
H 1.1552 -1.9983 -2.1936
H -3.8846 -3.7171 4.3865
H 0.0073 4.7936 -3.5762
C 4.1037 1.8586 -0.0215
C -4.6007 -1.1837 3.9031
C -3.5006 -1.9544 3.2012
N 3.3009 -0.2618 -0.9138
C -2.1048 -1.4382 -1.6977
H 4.0956 1.2981 -2.1024
H -5.5051 -1.7979 3.9928
H 0.8106 1.3574 0.3223
N 1.0574 -0.8806 -0.4058
H -4.1513 0.3003 -1.6400
H 2.8958 -3.5921 -1.3146
H -4.1444 2.7712 -2.0841
C 2.6693 2.3390 0.0155
C -3.2452 2.1751 -2.1897
H 4.3403 1.3964 0.9404
H 2.8009 -2.7395 0.2432
*
```

LUMO energy (alpha / beta) = 4.372 / 4.347 eV
F_max = 3.737 eV Å⁻¹

Record 2
Below is C18H24ILaN4O as an isolated structure at a distorted geometry, with properties calculated with ωB97M-V/def2-TZVPD.

Structure (ORCA input):
```
! wB97M-V def2-TZVPD RIJCOSX def2/J DEFGRID3
* xyz -2 1
H -1.1135 5.5231 0.4181
H -2.4383 -0.8340 -4.8855
N -0.9828 3.4113 -0.0081
H -3.6994 -0.4783 -3.6499
H 3.3374 -0.8865 -0.2289
H -2.7611 4.2271 -0.7322
C -0.5610 4.6051 0.5432
C -1.7527 0.3466 -3.2927
C -0.1976 -0.6207 2.3180
C -0.9194 0.1996 3.1773
H -1.7405 -2.7932 -2.1751
C 1.1140 -3.9869 -2.1130
N 2.1818 -2.1876 -1.4335
C -0.8598 -0.0835 4.5589
C 3.2422 -1.2126 -1.2769
H 1.2428 4.9912 1.7481
H -1.9924 3.0034 -1.8148
C -0.0856 -1.1551 5.0125
C 2.3330 -3.4038 -2.0728
H -2.8511 2.4844 -0.3414
C -0.1010 2.3755 0.2561
H -1.5219 1.0465 2.8215
H -1.4181 0.5587 5.2524
H -1.5781 -3.0502 -0.4094
H -1.4157 -4.4191 -1.5284
H 1.2354 -2.7939 4.4701
H 3.0701 -0.3226 -1.9034
C 0.6257 -1.9617 4.1183
C 2.0011 2.3239 1.6341
H 0.7953 -4.9273 -2.5328
C 0.5639 -1.6905 2.7384
C 0.8776 -1.9907 -1.0203
H 4.1992 -1.6638 -1.5667
I -0.4700 1.5865 -4.4142
H 3.2808 -3.7483 -2.4603
C -2.2054 3.2743 -0.7651
H -3.2854 0.7198 -4.8466
H -0.0374 -1.3623 6.0796
N 0.2370 -3.1256 -1.4873
H 2.5163 1.6748 0.8928
H 2.7290 3.0689 1.9956
La -0.1890 -0.0315 -0.1232
H 1.6996 1.6803 2.4815
C -1.1946 -3.3531 -1.3966
C -2.8608 -0.0695 -4.2230
O -1.6249 0.0306 -2.0707
N 0.8658 3.0001 1.0282
H 1.1184 -2.3232 2.0335
C 0.5914 4.3437 1.1944
*
```

LUMO energy (alpha / beta) = 4.163 / 4.241 eV
F_max = 3.776 eV Å⁻¹

- F_max of number 1 (C18H24FeN3O5SbSe4)?
  3.737 eV Å⁻¹

- What is the formula in the first record?
  C18H24FeN3O5SbSe4

- Number 2 is which compound?
  C18H24ILaN4O